[1]
Formula: CH4N4S
Source: the OMol25 dataset
Level of theory: ωB97M-V/def2-TZVPD

Values from the calculation:
LUMO level ... 0.46 eV
Structure (SMILES) ... N/N=N/C(N)=S
Energy relative to the best compared isomer or geometry (same formula, charge and spin) ... 108.0 kJ/mol
Gap between HOMO and LUMO ... 8.763 eV

Geometry as XYZ:
```
10
Properties=species:S:1:pos:R:3:forces:R:3
N -0.880785 1.706024 0.297692 -2.758 1.210 -1.067
N 0.284421 1.153773 0.200089 1.521 -0.617 0.908
N 0.564207 0.232844 -0.588893 1.321 -0.839 0.789
C 2.034302 -0.316532 -0.209251 -0.269 2.578 0.649
N 2.101010 -1.661364 -0.357866 -0.089 1.056 -1.043
S 3.241731 0.695729 0.330061 -1.124 -1.024 -0.637
H -1.704046 1.679179 -0.394278 1.962 -0.546 0.993
H -0.966655 2.466432 0.994044 0.558 -0.957 -0.823
H 1.285131 -1.854052 -0.921947 0.046 -1.198 -0.246
H 3.022683 -2.030100 -0.664378 -1.168 0.337 0.477
```
Positions in Å, forces in eV/Å.

Here are the Mulliken charges for atoms 1 to 5, given in e: -0.561, 0.313, -0.388, 0.240, -0.379

[2]
Formula: C8H18NSi
Source: the OMol25 dataset
Level of theory: ωB97M-V/def2-TZVPD

Values from the calculation:
LUMO level ... -4.04 eV
Energy relative to the best compared isomer or geometry (same formula, charge and spin) ... 235.8 kJ/mol
Gap between HOMO and LUMO ... 9.648 eV
Net charge ... +1

Geometry as XYZ:
```
28
Properties=species:S:1:pos:R:3:forces:R:3
C 1.823346 -0.608488 0.217503 -0.609 0.561 0.643
C 0.851526 0.271802 -0.005082 -1.750 -2.187 -1.133
C -2.702668 0.735742 -0.543512 -0.846 -2.354 0.466
C -2.270482 0.757015 1.006232 -1.598 1.148 -2.838
C -1.817850 -0.418375 -1.103648 -2.267 -0.660 -4.144
C -1.547820 -0.502896 1.211297 -0.667 -0.997 -0.472
C 2.998534 0.166012 0.674666 3.783 -0.478 0.461
C 1.931230 -2.100240 0.104366 -1.782 1.307 -4.960
N -0.942886 -0.837971 -0.075848 3.469 1.664 0.139
Si 0.885338 2.009438 -0.882632 0.609 -0.505 -0.238
H -3.769544 0.374786 -0.774570 1.362 1.201 0.747
H -2.431138 1.610407 -1.127145 -0.471 0.352 0.456
H -1.543162 1.533516 1.081470 0.386 0.884 0.281
H -3.109710 1.000109 1.637040 -0.082 -0.261 0.389
H -2.411062 -1.415689 -1.507183 1.122 2.633 1.013
H -1.382412 0.081425 -2.056352 0.178 -1.557 1.548
H -0.819126 -0.297497 1.896464 2.209 -0.004 1.877
H -2.092988 -1.340368 1.567567 -0.970 -0.722 0.244
H 3.632670 -0.439415 1.385044 -0.540 0.055 -0.964
H 2.805206 0.965636 1.320439 -0.991 1.449 0.771
H 3.730500 0.612141 -0.058639 -0.921 -0.925 0.132
H 1.119698 -2.418816 -0.649986 1.091 0.163 1.218
H 1.969187 -2.804018 0.832908 -0.236 -1.272 3.136
H 2.824794 -2.328409 -0.466482 0.466 0.350 -0.174
H -0.600838 -1.789259 -0.171114 -0.139 0.185 0.172
H 2.081156 2.079652 -1.795338 0.109 -0.155 0.994
H 0.824722 2.889654 0.289432 -0.022 0.349 -0.268
H -0.036224 2.214104 -2.006884 -0.893 -0.224 0.508
```
Positions in Å, forces in eV/Å.

Here are the Mulliken charges for atoms 1 to 5, given in e: 1.291, -0.273, -0.591, -0.523, -0.561